[1]
{
  "formula": "C4H7NO2",
  "method": "ωB97M-V/def2-TZVPD",
  "gap_ha": [0.287, 0.298],
  "energy_ha": -361.62127,
  "lumo_ev": [-0.016, -0.262],
  "species": ["C", "C", "C", "C", "N", "O", "O", "H", "H", "H", "H", "H", "H", "H"],
  "positions_angstrom": [[-1.24415, 0.06159, 0.55516], [-0.18342, 1.11928, 0.71749], [-0.16857, 0.24884, -0.43040], [0.68502, -0.62951, -1.24421], [-0.99205, 1.59112, -2.04635], [-0.53575, 1.11980, -3.01530], [2.09581, -0.58447, -0.96104], [-1.23842, -0.92956, 0.97011], [-2.31127, 0.35513, 0.16084], [-0.32438, 2.19617, 0.43598], [0.63775, 0.91617, 1.32089], [0.73749, -0.30594, -2.28322], [0.54776, -1.68180, -1.14166], [2.05103, 0.11529, -0.35622]]
}



[2]
{
  "formula": "C4H7NO2",
  "method": "ωB97M-V/def2-TZVPD",
  "gap_ha": 0.325,
  "energy_ha": -361.60167,
  "lumo_ev": 0.500,
  "species": ["C", "C", "C", "C", "N", "O", "O", "H", "H", "H", "H", "H", "H", "H"],
  "positions_angstrom": [[0.98720, 0.68989, 0.81903], [-0.04362, 0.84394, -0.20161], [0.95908, -0.46883, 1.72721], [-1.74752, -0.15844, -1.47892], [-0.82114, -0.13017, -0.39280], [1.86255, -0.55343, 0.61337], [1.55708, -1.41109, -0.35681], [1.61328, 1.53719, 1.06642], [0.00533, 1.75278, -0.81453], [1.46931, -0.42173, 2.68034], [0.10519, -1.13279, 1.63935], [-2.40396, -1.01369, -1.32990], [-2.33632, 0.76168, -1.55341], [-1.20647, -0.29530, -2.41775]]
}



[3]
{
  "formula": "C4H7NO2",
  "method": "ωB97M-V/def2-TZVPD",
  "gap_ha": 0.329,
  "smiles": "C=C(N)OCC=O",
  "energy_ha": -361.78972,
  "lumo_ev": 0.690,
  "species": ["C", "C", "N", "O", "C", "C", "O", "H", "H", "H", "H", "H", "H", "H"],
  "positions_angstrom": [[-2.21841, -0.67436, -0.27536], [-0.99146, -0.20843, 0.01370], [-0.83498, 1.14962, 0.24107], [0.06433, -1.03559, 0.24753], [1.30570, -0.48301, 0.63362], [2.08681, 0.11518, -0.53265], [3.11005, 0.73254, -0.36474], [-2.56724, -1.66304, -0.03296], [-2.85614, -0.04800, -0.87995], [-1.76740, 1.54711, 0.20232], [-0.08710, 1.70452, -0.15976], [1.20777, 0.27300, 1.42222], [1.88135, -1.32676, 1.03202], [1.66672, -0.08279, -1.54707]]
}



[4]
{
  "formula": "C4H7NO2",
  "method": "ωB97M-V/def2-TZVPD",
  "gap_ha": 0.395,
  "smiles": "O=C1C[C@H](CO)N1",
  "energy_ha": -361.78126,
  "lumo_ev": 0.740,
  "species": ["O", "C", "C", "C", "C", "O", "N", "H", "H", "H", "H", "H", "H", "H"],
  "positions_angstrom": [[-1.95496, -1.01160, -1.47678], [-0.92449, -0.54812, -1.13234], [0.52476, -1.03929, -0.98581], [0.73188, 0.25918, -0.07651], [1.02279, 0.12671, 1.45441], [0.90656, 1.45531, 1.92452], [-0.66274, 0.48596, -0.20388], [0.48697, -1.74537, -0.17827], [1.12647, -1.18188, -1.88142], [1.61704, 0.83238, -0.58768], [0.35299, -0.43058, 2.09946], [1.99398, -0.48094, 1.69568], [0.52920, 1.94585, 1.16478], [-1.20998, 1.31829, -0.02579]]
}



[5]
{
  "formula": "C4H7NO2",
  "method": "ωB97M-V/def2-TZVPD",
  "gap_ha": 0.410,
  "smiles": "[H]/N=C1/CO[C@H](C)O1",
  "energy_ha": -361.83878,
  "lumo_ev": 0.893,
  "species": ["H", "N", "C", "C", "O", "C", "C", "O", "H", "H", "H", "H", "H", "H"],
  "positions_angstrom": [[-2.85899, 0.25336, 1.17667], [-2.64890, 0.05058, 0.19848], [-1.42744, 0.23530, -0.03796], [-0.73206, 0.00518, -1.36204], [0.55611, 0.56177, -1.17610], [0.80641, 0.60043, 0.20804], [1.56241, -0.60806, 0.71033], [-0.48040, 0.67005, 0.83912], [-0.68706, -1.06979, -1.58437], [-1.22982, 0.53710, -2.17518], [1.35130, 1.52176, 0.42749], [1.77865, -0.49304, 1.77739], [2.50543, -0.70314, 0.16078], [0.95812, -1.50746, 0.56262]]
}



[6]
{
  "formula": "C4H7NO2",
  "method": "ωB97M-V/def2-TZVPD",
  "gap_ha": 0.373,
  "smiles": "[H]/N=C/C1OCCO1",
  "energy_ha": -361.75296,
  "lumo_ev": 0.941,
  "species": ["H", "N", "C", "C", "O", "C", "C", "O", "H", "H", "H", "H", "H", "H"],
  "positions_angstrom": [[0.25058, -1.30224, 3.34651], [-0.28860, -1.41186, 2.49808], [0.15831, -0.56938, 1.70578], [-0.73098, -0.54579, 0.24790], [-1.14462, 0.73717, -0.07239], [-0.16391, 1.33639, -0.88260], [0.44567, 0.13392, -1.63306], [0.23415, -0.97907, -0.79825], [1.11347, 0.10098, 1.59687], [-1.44992, -1.45136, 0.32319], [0.63199, 1.74224, -0.34702], [-0.55010, 2.19910, -1.49612], [0.01621, -0.00750, -2.67524], [1.47776, 0.01740, -1.81363]]
}